1.
Here is a cluster of 13 separate species, C30H89N3O13 in total in a non-equilibrium geometry from the OMol25 dataset. Energies are from ωB97M-V/def2-TZVPD.

Its electronic energy is -2338.583131 hartree. The calculation puts the HOMO-LUMO gap at 8.97 eV. The value obtained for the energy relative to the best compared isomer or geometry (same formula, charge and spin) is 158.70 kJ/mol. The LUMO energy is 0.44 eV.

Each line ends with the Mulliken charge.
Geometry (Å):
H: 0.914 3.255 3.768  0.28
C: 1.456 3.301 8.554  -0.80
C: 1.362 -4.236 -1.800  -0.77
H: -4.875 0.659 4.012  0.22
C: -5.782 0.698 2.284  -0.58
H: -3.592 -0.776 -3.516  0.09
H: -4.251 -1.326 -1.975  0.19
H: 1.731 2.824 9.504  0.27
H: 0.536 -2.919 -4.512  0.00
H: -0.955 -0.505 4.982  0.23
H: 5.306 -1.484 -2.158  0.30
H: 1.721 0.579 0.607  0.09
H: -2.610 -1.264 0.926  0.20
H: -6.279 1.073 0.168  0.44
H: 5.675 3.958 -2.307  0.42
C: 0.396 0.900 -0.894  0.71
H: -1.706 3.762 3.994  0.46
H: 5.171 -2.590 -4.347  0.34
C: -5.478 0.651 0.784  -0.60
C: 5.826 -1.733 -4.185  -1.27
H: 1.493 0.982 7.369  0.30
C: 0.777 1.702 6.959  -0.47
H: -1.104 0.452 8.543  0.37
H: -0.218 0.911 4.579  0.10
H: 1.523 3.289 -0.762  0.35
C: -3.641 -4.539 2.227  -0.84
C: -0.489 -0.317 -0.550  -0.34
H: 1.849 1.450 -2.319  0.03
N: 1.198 1.385 0.252  -0.58
C: 2.140 -0.253 -5.473  -0.61
H: -2.631 -4.209 -0.167  0.31
C: -0.266 -2.841 -5.241  -0.91
H: 0.244 -1.132 -0.472  -0.01
O: -6.436 -1.146 -3.170  -0.52
H: -4.504 -3.877 2.354  0.24
H: 0.690 3.911 2.184  0.21
C: 3.473 -3.386 1.412  -0.66
H: -1.075 -2.255 1.079  0.17
H: 4.434 -3.847 1.168  0.39
H: 6.879 0.146 -2.279  0.27
H: 3.658 4.618 -4.481  0.28
H: -2.818 -6.139 1.021  0.22
H: -1.227 -1.065 -4.276  0.27
H: 2.698 -0.872 -4.768  0.08
H: -0.086 -0.791 7.968  0.33
C: -1.808 3.935 1.815  -0.94
H: 2.988 -3.914 2.230  0.37
H: 4.719 1.472 -5.362  0.41
C: -5.599 -0.017 -3.110  -0.51
H: -7.292 -0.875 -2.823  0.30
C: 5.297 -0.856 -3.059  0.68
C: 4.496 4.864 -3.825  -1.22
O: -3.123 3.446 1.637  -0.16
H: -2.233 -2.058 -5.333  0.42
H: -1.189 -3.532 -1.903  0.28
H: 0.941 -0.016 -2.824  -0.01
H: 1.097 -0.199 -5.167  0.08
H: 4.430 -1.869 2.525  0.28
C: -0.869 -0.106 7.633  -1.56
O: -1.699 -2.751 -3.315  -0.29
H: -1.265 1.563 6.369  0.17
O: 6.061 0.282 -2.756  -0.57
H: -5.152 -0.318 0.416  0.26
O: 4.229 0.825 -5.891  -0.51
O: 5.475 2.757 -4.021  -0.60
H: 0.057 -2.408 -6.184  0.39
H: -3.727 -5.071 3.182  0.41
H: 4.037 5.502 -3.061  0.35
C: -4.193 -0.478 -2.657  -0.29
H: -1.214 -0.372 -1.368  -0.13
C: -0.437 0.861 6.524  0.74
H: 2.460 1.558 -6.598  0.29
H: -4.585 -5.952 0.830  0.29
H: -2.247 1.750 2.850  0.08
H: -6.423 -0.175 2.443  0.34
H: 2.148 -0.176 -1.607  0.17
H: -0.963 1.731 2.066  -0.34
H: 2.061 -5.071 -1.768  0.41
O: 0.367 2.594 7.996  -0.33
N: -0.234 0.145 5.255  -0.65
H: 5.274 5.299 -4.442  0.35
H: -5.860 0.848 -2.493  0.28
O: -3.514 -4.615 -0.174  -0.45
O: -0.946 -0.165 0.778  0.47
C: -1.187 3.373 3.116  0.56
H: 2.403 3.311 8.011  0.35
H: -1.546 -1.171 2.392  0.13
O: 1.819 4.180 -1.005  -0.72
H: -0.177 -5.717 -1.405  0.32
O: -0.950 -3.866 -1.010  -0.17
H: -4.764 1.436 0.507  -0.04
O: 2.507 -1.225 1.833  -0.35
C: -3.673 3.994 0.470  -0.96
H: -3.708 5.087 0.423  0.38
N: -1.247 1.899 3.032  -0.04
H: 0.308 4.895 3.591  0.44
C: -1.591 -1.321 1.313  -0.75
H: 2.644 4.295 -0.524  0.29
H: -5.474 0.412 -4.113  0.30
H: 5.760 1.971 -3.510  0.31
H: 0.452 -4.884 0.023  0.38
H: -4.684 3.637 0.272  0.30
H: 2.053 -1.503 2.634  0.21
C: -3.645 -5.422 0.982  -0.18
H: 4.048 3.229 -2.465  -0.01
H: 5.780 -1.222 -5.150  0.26
H: 1.679 -3.310 -1.322  -0.12
H: -2.363 -3.438 -3.473  0.16
C: 1.393 0.518 -1.984  -0.79
C: 2.844 1.088 -5.690  -0.14
H: -1.925 5.014 1.990  0.58
H: 6.868 -1.996 -3.995  0.39
H: -2.783 -3.869 2.305  0.10
H: -1.173 3.723 0.949  0.23
H: -3.137 3.712 -0.445  0.34
H: 1.102 -3.990 -2.826  0.16
C: 4.910 3.616 -3.011  0.14
C: -1.447 -2.088 -4.577  -0.46
H: -6.312 1.633 2.478  0.33
H: -0.641 -3.855 -5.390  0.42
H: 2.663 1.775 -4.860  0.09
H: -3.653 0.315 -2.134  0.14
H: 4.264 -0.603 -3.290  -0.43
C: 0.243 3.886 3.183  -1.51
H: -1.720 -0.722 7.342  0.42
H: 4.418 -1.441 0.961  0.29
H: -0.246 1.699 -1.281  0.47
C: 0.148 -4.741 -1.017  -0.41
H: 2.257 -0.803 -6.410  0.35
H: 1.076 4.290 8.809  0.25
H: 0.512 1.323 1.006  0.18
H: 1.225 2.271 6.143  0.27
O: -4.632 0.551 3.090  -0.37
H: 2.870 -3.479 0.508  -0.12
C: 3.738 -1.913 1.671  -0.38

2.
Here is a cluster of 3 separate species, C31H16F2NO8 in total in a non-equilibrium geometry from the OMol25 dataset. Energies are from ωB97M-V/def2-TZVPD.

The total charge is -1. Its electronic energy is -2047.435751 hartree. The calculation puts the HOMO-LUMO gap at 6.05 eV. The LUMO energy is 0.74 eV.

Each line ends with the natural charge from an NBO analysis.
Geometry (Å):
C: 1.355 6.327 0.268  -0.17
N: -1.353 -1.908 2.805  -0.57
H: -3.325 -3.098 -3.415  0.23
C: -1.443 5.802 5.200  -0.16
H: -1.426 6.617 5.917  0.23
O: 0.672 -4.760 -1.232  -0.48
H: -1.552 -3.770 -1.832  0.29
H: 2.830 -5.987 -0.961  0.24
F: 0.224 0.114 2.704  -0.31
C: 2.888 -6.269 -2.008  -0.15
O: -1.281 -1.017 0.509  -0.68
H: -1.122 -4.837 -6.660  0.23
C: -2.757 -2.024 3.337  1.02
H: 3.121 -7.287 -5.737  0.23
C: -1.494 3.695 3.375  -0.16
F: -3.693 -1.103 2.735  -0.35
C: 3.052 -6.998 -4.693  -0.19
C: 1.893 -5.868 -2.901  -0.14
C: 0.741 -5.080 -2.405  0.51
C: -0.327 -4.693 -3.354  -0.05
C: 4.035 -7.408 -3.798  -0.20
H: 1.390 5.488 -0.420  0.24
H: -2.654 2.647 4.851  0.24
O: -2.091 -3.171 0.845  -0.79
C: -2.102 4.618 5.519  -0.20
O: -3.064 -2.862 4.195  -0.51
C: 1.282 8.488 2.027  -0.16
C: 3.957 -7.038 -2.458  -0.20
H: 4.864 -8.016 -4.147  0.21
O: 1.048 -6.049 -6.395  -0.55
C: -0.805 5.936 3.966  -0.17
C: 0.947 -5.777 -5.209  0.53
C: -0.873 -0.595 3.252  0.99
C: -1.450 -4.006 -2.889  -0.16
O: -1.447 -0.054 4.246  -0.61
C: -2.449 -3.626 -3.779  -0.19
C: 0.630 6.233 1.456  -0.05
H: 2.526 9.497 0.596  0.21
H: 2.612 7.567 -0.958  0.22
H: -2.593 4.515 6.481  0.21
C: -0.214 -5.007 -4.710  -0.16
H: -3.101 -3.612 -5.831  0.21
C: 1.998 8.581 0.838  -0.20
C: -0.112 4.989 1.763  0.50
H: -1.518 2.871 2.668  0.26
C: 0.605 7.308 2.344  -0.15
C: -1.541 -1.968 1.308  0.82
H: 4.728 -7.352 -1.761  0.21
C: 1.981 -6.221 -4.247  -0.06
O: -0.144 8.146 4.406  -0.54
C: -2.325 -3.918 -5.136  -0.20
O: -0.135 4.071 0.963  -0.50
C: -1.211 -4.607 -5.602  -0.16
C: -2.134 3.568 4.604  -0.18
C: -0.119 7.203 3.631  0.55
H: 1.255 9.333 2.707  0.23
C: 2.042 7.498 -0.037  -0.20
C: -0.820 4.876 3.058  -0.06

3.
Here is a structure of composition C31H20F3N4OPPdS from the OMol25 dataset. Energies are from ωB97M-V/def2-TZVPD.

Its spin multiplicity is 2. The expectation value of S² is 0.7634. The total charge is +1. Its electronic energy is -2654.243210 hartree. The calculation puts the HOMO-LUMO gap (alpha / beta) at 6.61 / 5.88 eV. The value obtained for the energy relative to the best compared isomer or geometry (same formula, charge and spin) is 0.00 kJ/mol. The LUMO energy (alpha / beta) is -4.68 / -5.65 eV.

Each line ends with the Löwdin spin population.
Geometry (Å):
C: 3.373 2.214 -2.997  0.00
H: -4.229 -1.515 -1.936  0.00
H: 0.636 3.806 -4.202  0.00
H: 3.327 -5.268 -4.085  0.00
H: 2.782 -1.033 -4.203  0.00
H: -0.263 -0.612 -4.696  0.00
C: -0.636 1.665 3.904  -0.02
C: -1.729 3.385 6.992  0.00
H: -3.076 -1.895 -0.099  0.00
C: -3.227 1.537 6.538  0.00
H: -2.464 -0.833 -5.762  0.00
S: 1.963 1.492 0.887  0.07
C: 0.636 1.839 -3.354  0.01
C: -3.360 -1.281 -2.538  0.00
C: -2.119 -1.142 -1.911  0.00
C: -2.834 2.616 7.323  0.00
N: 3.820 -2.151 -0.359  0.10
N: 1.710 -2.058 0.888  0.18
C: 2.779 1.034 -2.589  0.01
P: 0.714 -0.677 -2.070  0.05
H: -0.653 -2.046 2.002  0.00
C: -2.505 1.220 5.407  0.00
C: 3.150 -3.141 -4.252  0.00
H: -0.132 3.659 5.585  0.00
H: -0.430 1.712 -3.482  0.00
F: -3.827 1.855 9.312  0.00
H: 0.529 -3.425 -1.431  0.00
H: 3.064 4.136 -3.899  0.00
C: -3.659 2.943 8.545  0.00
C: -1.138 -0.780 -4.079  0.00
H: -1.439 4.218 7.617  0.00
C: -1.386 1.991 5.065  0.00
C: 1.238 3.026 -3.756  0.00
H: 3.385 0.270 -2.112  0.00
C: -2.154 -1.460 -0.478  0.00
C: -0.989 -0.857 -2.698  0.01
C: 0.018 1.389 2.919  0.00
H: -2.790 0.383 4.785  0.00
N: 5.319 -0.165 -0.241  0.05
C: 2.832 -4.379 -3.717  0.00
C: 1.881 -4.483 -2.708  0.00
F: -3.092 3.893 9.296  0.00
C: -3.499 -1.147 -3.909  0.00
O: -1.515 -1.835 1.609  0.00
C: 2.527 -1.995 -3.779  0.00
C: -2.379 -0.910 -4.686  0.00
Pd: 0.600 -0.271 0.224  0.45
H: -4.473 -1.254 -4.367  0.00
C: 4.630 -1.093 -0.253  0.01
H: 4.435 2.357 -2.850  0.00
C: 1.257 -3.345 -2.231  0.00
C: 1.581 -2.096 -2.765  0.00
C: 0.708 1.052 1.790  -0.01
C: 1.407 0.832 -2.781  0.01
C: 2.600 3.211 -3.584  0.01
H: 3.889 -3.062 -5.038  0.00
H: -4.090 0.948 6.819  0.00
C: 2.733 -2.103 0.283  0.04
F: -4.880 3.374 8.190  0.00
N: -1.194 -1.366 0.348  0.01
C: -0.999 3.074 5.859  0.00
H: 1.633 -5.450 -2.290  0.00

4.
Here is a structure of composition C31H20IrN4 from the OMol25 dataset. Energies are from ωB97M-V/def2-TZVPD.

Its spin multiplicity is 2. The expectation value of S² is 0.7789. The total charge is +2. Its electronic energy is -1516.085754 hartree. The calculation puts the HOMO-LUMO gap (alpha / beta) at 6.42 / 4.75 eV. The value obtained for the energy relative to the best compared isomer or geometry (same formula, charge and spin) is 0.00 kJ/mol. The LUMO energy (alpha / beta) is -7.96 / -9.65 eV.

Each line ends with the Löwdin spin population.
Geometry (Å):
H: 4.745 -4.965 2.560  0.00
C: 4.141 -0.832 -1.524  0.00
C: 3.381 -3.369 -0.102  0.00
C: 2.706 0.771 -2.089  -0.01
H: 3.887 -3.750 -2.159  0.00
C: 2.824 -1.186 -1.096  -0.01
H: 3.091 -3.214 2.027  0.00
C: -4.317 0.216 -1.862  0.00
H: 2.272 1.692 -2.455  0.00
C: -1.297 1.956 0.527  0.04
C: -5.255 -0.426 -2.703  0.00
C: -2.964 -0.195 -1.895  0.00
H: 5.528 -5.514 -1.614  0.00
H: -2.329 3.504 1.603  0.00
C: 1.085 1.722 1.048  0.03
C: -3.507 -1.836 -3.562  0.00
C: 4.544 -4.699 1.531  0.00
C: 6.190 -6.368 0.819  0.00
H: 5.024 -1.429 -1.361  0.00
C: -1.388 2.999 1.432  0.00
H: 1.062 -4.502 0.862  0.01
C: 3.614 -3.723 1.227  0.00
C: 4.059 0.380 -2.156  0.00
H: -5.575 -1.921 -4.182  0.00
C: -2.414 1.411 -0.258  0.00
C: -2.575 -1.236 -2.760  0.00
C: 1.043 -2.511 -0.038  0.00
H: -4.006 2.655 0.485  0.00
N: 1.966 -0.144 -1.463  0.00
H: -1.544 -1.569 -2.795  0.00
C: 0.969 2.766 1.951  0.00
C: 2.403 -2.309 -0.433  0.00
N: 6.954 -7.187 1.071  0.00
C: -1.162 -2.157 0.337  0.03
H: -1.556 -4.039 1.351  0.00
H: -6.288 -0.104 -2.674  0.00
C: -0.041 1.345 0.317  0.01
C: 5.231 -5.344 0.504  0.00
H: 1.833 3.088 2.515  0.00
C: 4.080 -4.009 -1.125  0.00
N: -0.013 -1.611 -0.251  0.14
C: 0.514 -3.610 0.607  0.13
H: -3.206 -2.634 -4.228  0.00
C: -0.257 3.399 2.136  0.06
C: 4.995 -5.002 -0.825  0.00
C: -0.870 -3.373 0.854  0.06
H: 4.855 0.949 -2.606  0.00
H: -5.709 1.585 -0.949  0.00
C: -4.859 -1.431 -3.536  0.00
C: -4.677 1.258 -0.984  0.00
H: 2.032 1.219 0.908  0.00
N: -2.047 0.420 -1.077  0.02
Ir: -0.011 0.050 -1.128  0.49
H: -2.088 -1.613 0.317  0.00
H: -0.335 4.211 2.847  0.00
C: -3.737 1.854 -0.188  0.00

5.
Here is a cluster of 19 separate species, C31H21BCl72NO3 in total from the OMol25 dataset. Energies are from ωB97M-V/def2-TZVPD.

The total charge is +1. Its electronic energy is -34632.587589 hartree. The calculation puts the HOMO-LUMO gap at 7.97 eV. The value obtained for the energy relative to the best compared isomer or geometry (same formula, charge and spin) is 0.00 kJ/mol. The LUMO energy is -3.95 eV.

Each line ends with the Mulliken charge.
Geometry (Å):
Cl: 7.207 -1.321 3.795  -0.10
Cl: -9.542 3.902 7.348  -0.10
O: 0.581 -0.950 -0.018  -0.44
C: -0.301 0.164 -3.009  -1.02
H: 1.816 -3.149 2.033  0.08
C: -15.108 2.848 4.345  0.33
Cl: 0.429 -9.725 4.910  -0.04
Cl: 6.947 13.135 -1.642  -0.10
C: -3.725 2.362 -1.489  0.15
C: 3.796 -1.530 -0.675  -0.82
Cl: -5.756 8.225 1.598  -0.10
Cl: 1.879 -9.595 9.728  0.01
Cl: 3.147 3.610 -1.433  -0.09
Cl: -13.891 4.044 4.800  -0.04
Cl: 2.040 -10.867 12.310  -0.09
Cl: -10.872 3.018 4.947  -0.09
H: 0.309 -3.758 2.718  0.31
Cl: -15.059 2.597 2.597  -0.10
H: 0.626 -5.837 1.299  0.38
C: 0.179 -4.471 -2.553  -1.26
Cl: -4.127 3.676 -0.385  0.05
Cl: -8.270 4.250 4.782  0.03
Cl: 4.615 13.151 -6.488  -0.07
Cl: 4.760 -2.557 2.879  -0.03
Cl: -3.846 7.765 3.710  -0.10
H: -1.190 -2.704 0.268  0.36
Cl: -6.003 0.263 1.408  -0.09
H: 1.812 -4.629 3.013  -0.20
H: 3.098 -0.665 -3.112  0.29
C: 1.259 -4.050 2.282  -0.23
Cl: 5.807 13.609 -9.070  -0.10
H: 4.679 -1.673 -0.064  0.37
Cl: 2.755 10.727 -2.606  -0.08
Cl: -1.154 9.039 -0.675  -0.11
Cl: -1.044 -9.279 2.470  -0.10
C: 0.493 -3.686 -1.476  0.46
C: 1.212 0.470 -3.006  1.64
Cl: 4.874 -6.009 6.248  -0.08
H: 2.088 -0.719 -4.529  0.65
Cl: 4.276 9.878 -4.902  0.04
Cl: 1.003 7.278 -9.400  -0.09
Cl: -1.904 -6.995 -4.508  -0.12
C: 1.061 -4.886 0.986  -0.34
C: 1.451 1.671 -3.939  -1.46
Cl: -10.581 5.836 5.475  -0.12
Cl: -16.712 3.419 4.814  -0.10
Cl: 9.228 11.707 -2.686  -0.10
Cl: 0.446 5.893 -6.930  -0.07
H: -0.821 1.116 -3.061  0.12
Cl: 5.709 4.855 -1.883  -0.08
C: 7.703 12.497 -3.106  0.25
H: 3.807 -0.499 -1.029  0.32
Cl: -0.114 -5.958 -6.522  -0.19
Cl: 4.939 2.551 -3.443  -0.11
B: 0.123 -4.079 0.037  0.58
C: 4.356 4.028 -2.656  0.24
N: 0.488 -4.085 -3.787  0.75
Cl: 2.338 4.789 -8.813  -0.10
Cl: -5.206 1.674 -2.154  -0.09
Cl: -2.828 1.115 -0.612  -0.05
Cl: -1.129 -11.911 -0.924  -0.07
Cl: 7.043 -4.192 3.555  -0.10
Cl: 2.800 -6.972 4.494  0.02
Cl: -0.700 -7.768 10.066  -0.03
Cl: 2.998 7.170 -7.323  -0.02
Cl: 1.842 -9.273 2.430  -0.11
H: 1.467 0.753 -1.985  0.02
Cl: -7.359 2.806 1.226  -0.07
Cl: 2.845 -12.307 9.944  -0.10
Cl: -3.001 -6.178 9.343  -0.10
Cl: -7.673 1.179 3.581  -0.06
Cl: -6.260 6.185 3.576  -0.05
C: 1.139 -2.471 -1.737  0.66
Cl: -2.721 2.983 -2.814  -0.11
Cl: 8.018 13.825 -4.226  -0.08
H: 0.234 -4.680 -4.574  -0.16
Cl: -1.068 6.198 -1.159  -0.02
H: -0.593 -0.451 -3.861  0.17
H: 0.628 1.808 -4.637  0.39
Cl: 2.457 -4.480 5.898  -0.13
H: -0.599 -0.303 -2.075  0.21
C: -6.548 1.678 2.319  0.25
C: 0.408 -10.007 3.170  0.32
Cl: 2.375 -6.973 7.344  0.03
Cl: 4.005 8.111 -2.646  -0.05
Cl: 1.736 8.658 -4.351  -0.01
Cl: 4.717 11.015 -8.428  -0.07
Cl: -1.044 -9.863 -2.957  -0.01
C: -9.817 4.251 5.640  0.32
Cl: 0.412 -11.741 2.850  -0.09
Cl: 1.362 -11.283 -2.237  -0.10
Cl: 5.567 -2.835 5.627  -0.06
C: -1.223 -7.296 -6.120  0.39
C: -5.013 7.001 2.628  0.25
C: -1.277 -6.131 9.731  0.26
O: 2.625 -1.775 0.101  -0.05
Cl: 0.056 -11.722 10.399  -0.10
C: 5.571 12.424 -7.783  0.29
O: -1.089 -3.639 0.502  -0.57
Cl: -2.518 -7.355 -7.302  -0.06
C: 1.698 6.284 -8.120  0.27
Cl: 7.142 11.920 -7.150  -0.07
H: 2.356 1.546 -4.529  0.35
H: 1.509 2.574 -3.336  0.19
Cl: -0.162 7.259 1.368  -0.10
C: 1.439 -2.058 -3.038  0.79
C: 6.151 -2.724 3.969  0.28
Cl: -14.761 1.322 5.168  -0.10
Cl: 3.630 5.085 -3.862  0.04
Cl: -4.177 5.808 1.620  -0.01
H: 3.867 -2.180 -1.548  0.32
Cl: -0.331 -8.807 -6.121  -0.05
C: -0.386 -11.428 -2.449  0.28
C: 2.068 -0.747 -3.439  -1.60
C: 1.092 -2.928 -4.049  -0.19
C: 3.130 -6.112 6.005  0.12
C: -0.249 7.554 -0.372  0.16
Cl: -1.017 -5.109 11.146  -0.09
C: 1.707 -11.126 10.597  0.28
Cl: 6.612 11.320 -3.856  0.03
H: -0.338 -5.411 -2.440  0.50
C: 1.432 -1.628 -0.514  -1.06
C: 3.185 9.349 -3.619  0.11
Cl: 1.381 7.708 -1.033  0.08
H: 1.297 -2.683 -5.079  0.40
Cl: -5.154 2.475 3.058  -0.04
Cl: -0.734 -12.633 -3.689  -0.09
Cl: -0.380 -5.477 8.356  -0.03
H: 2.035 -5.077 0.535  0.25